1.
{
  "formula": "C3H6N2O",
  "method": "ωB97M-V with the def2-TZVPD basis set",
  "e_above_lowest_kcal_mol": 32.44,
  "spin_multiplicity": 1,
  "smiles": "C=NCNC=O",
  "symbols": ["C", "N", "C", "N", "C", "O", "H", "H", "H", "H", "H", "H"],
  "xyz": [[-2.043, -0.488, -1.053], [-0.799, -0.266, -1.096], [-0.233, 0.415, 0.057], [0.896, -0.297, 0.589], [2.158, 0.209, 0.673], [3.102, -0.362, 1.171], [-2.531, -0.980, -1.895], [-2.683, -0.204, -0.203], [-0.990, 0.581, 0.844], [0.127, 1.396, -0.277], [0.765, -1.230, 0.955], [2.231, 1.225, 0.236]]
}

2.
{
  "formula": "C3H6N2O",
  "method": "ωB97M-V with the def2-TZVPD basis set",
  "e_above_lowest_kcal_mol": 53.19,
  "spin_multiplicity": 1,
  "symbols": ["N", "C", "C", "O", "C", "N", "H", "H", "H", "H", "H", "H"],
  "xyz": [[1.515, -0.261, 0.594], [0.544, -0.066, -0.490], [-0.647, -0.994, -0.856], [-1.569, -0.117, -0.144], [-0.563, 0.782, 0.088], [-0.477, 1.791, 0.827], [1.582, 0.645, 1.050], [1.419, -0.977, 1.301], [1.098, 0.286, -1.365], [-0.924, -0.980, -1.920], [-0.675, -2.021, -0.489], [-1.302, 1.913, 1.404]]
}

Record-wise HOMO values, in eV: -9.95, -9.33